# 1
13
Properties=species:S:1:pos:R:3 method="wB97M-V/def2-TZVPD" e_homo_ev=-21.0 charge=+2 max_force_ev_per_a=3.774 homo_lumo_gap_ev=12.47
O 0.13571 -0.40826 -0.54729
C -1.28624 -0.50163 -0.55964
C 0.79040 0.62900 -0.10349
O -1.71223 -1.61742 -0.85194
O -1.92912 0.48582 -0.19446
C 2.02400 0.41333 0.64432
Li -0.96356 -3.27851 -1.24010
H 2.75635 1.17966 0.37785
H 2.41585 -0.59847 0.49909
Li -3.29381 -0.51659 0.13028
O 0.19204 1.71407 0.23396
H -0.76781 1.68097 -0.06835
H 1.63842 0.81805 1.67977



# 2
14
Properties=species:S:1:pos:R:3 method="wB97M-V/def2-TZVPD" e_homo_ev="-11.5 / -11.5" charge=+1 max_force_ev_per_a=4.809 multiplicity=2 homo_lumo_gap_ev="6.96 / 5.85"
O -0.34041 3.56685 -0.62584
C 0.00142 2.36494 -0.02115
C 1.32504 2.05388 0.16881
O 1.78669 1.00756 0.77885
H -0.72341 4.16297 0.02455
H -0.76088 1.91867 0.63082
H 2.05898 2.68513 -0.36290
Lu 1.46366 -1.20584 0.92783
O 0.09417 0.05867 -2.43693
C 0.14098 -1.23068 -2.21909
O 0.43029 -1.68037 -1.04381
O -0.04402 -2.02891 -3.15868
Li 0.25646 -3.49106 -1.90401
H 0.08387 0.71412 -1.58657



# 3
15
Properties=species:S:1:pos:R:3 method="wB97M-V/def2-TZVPD" e_homo_ev=-2.0 charge=-1 max_force_ev_per_a=19.281 e_above_lowest_kcal_mol=60.42 homo_lumo_gap_ev=3.70
Li -0.26472 1.06357 -0.71612
O -1.38017 2.42018 -3.38306
S -1.18034 2.31896 -2.08140
O -2.36448 3.47914 -1.52288
O 0.08443 2.86264 -1.88260
O -1.57590 1.13611 -1.33564
N 0.38043 -1.72353 2.13081
C 1.07936 -2.28676 1.01167
C 1.29535 -1.49103 -0.25560
N 0.71791 -0.29625 0.63630
C 0.31398 -0.53656 1.65851
H -0.12006 -2.36088 2.86780
H 0.96898 -3.28601 0.95126
H 2.33074 -1.48028 -0.22328
H -0.28551 0.18072 2.14424



# 4
12
Properties=species:S:1:pos:R:3 method="wB97M-V/def2-TZVPD" e_homo_ev=-6.5 max_force_ev_per_a=3.911 e_above_lowest_kcal_mol=0.00 homo_lumo_gap_ev=5.90
O 1.55840 -0.20556 -0.02761
C 0.51142 -0.33909 -0.93639
C -0.85836 -0.61890 -0.27072
C -0.57809 1.10892 1.67548
O -0.33642 1.97627 0.84108
O -0.98895 -0.10271 1.28058
Na 1.02939 -1.29685 1.80497
Li 1.43661 1.60356 0.07285
H 0.70824 -1.13572 -1.68173
H 0.40525 0.58105 -1.56862
H -1.26772 -1.61654 -0.48342
H -1.61977 0.04556 -0.70647



# 5
12
Properties=species:S:1:pos:R:3 method="wB97M-V/def2-TZVPD" e_homo_ev="-1.0 / -3.7" charge=-1 max_force_ev_per_a=5.500 multiplicity=7 e_above_lowest_kcal_mol=18.87 homo_lumo_gap_ev="3.47 / 6.21"
H 2.10875 1.77958 -1.15545
C 1.46215 1.19660 -0.47261
Ru 1.60851 1.27478 2.15797
O 0.44565 2.12734 -0.25629
C 1.18756 -0.14181 -1.01239
O 1.51172 -1.05097 0.11013
C 2.79429 -0.80446 0.44388
O 3.34432 -2.03944 0.52076
H 1.95167 -0.32867 -1.78368
H 0.10995 -0.33176 -1.19950
H 3.78913 -2.12705 1.36889
Li 3.85505 1.11322 0.52197



# 6
12
Properties=species:S:1:pos:R:3 method="wB97M-V/def2-TZVPD" e_homo_ev="-16.9 / -16.9" charge=+2 max_force_ev_per_a=6.010 multiplicity=8 e_above_lowest_kcal_mol=146.78 homo_lumo_gap_ev="7.79 / 6.56"
O 0.58759 0.23516 -1.02831
C -0.71763 -0.07545 -1.02706
C -1.05617 -1.33017 -0.36452
H -0.80331 1.09384 0.13742
H -1.10658 -0.01251 -2.05776
H -0.25610 -2.03173 -0.10964
H -2.11226 -1.56000 -0.20663
Li 2.52259 0.57386 -0.73260
O 1.63718 2.05273 0.25700
C 0.68727 1.34330 0.60138
O 0.87238 0.50064 1.54660
Sm -0.25497 -0.78966 2.98410



# 7
12
Properties=species:S:1:pos:R:3 method="wB97M-V/def2-TZVPD" e_homo_ev="-13.5 / -13.5" charge=+2 max_force_ev_per_a=5.956 multiplicity=2 e_above_lowest_kcal_mol=135.00 homo_lumo_gap_ev="2.99 / 2.93"
O 1.72794 0.32804 -1.49649
C 0.78541 -0.54373 -1.76408
C -0.13377 -0.90411 -0.63102
Li 1.84797 1.27503 0.02965
H -0.46717 -0.17685 -1.98003
H 0.43875 -1.46593 0.12067
H -1.01217 -1.51362 -0.87458
O -0.16863 0.54847 0.51454
C -1.02442 0.63890 1.39489
Yb -1.79277 1.83440 4.69732
O -1.29361 1.45973 2.26720
H 1.09249 -1.48034 -2.27807



# 8
10
Properties=species:S:1:pos:R:3 method="wB97M-V/def2-TZVPD" e_homo_ev="-5.9 / -5.7" max_force_ev_per_a=8.655 multiplicity=6 e_above_lowest_kcal_mol=117.67 homo_lumo_gap_ev="4.75 / 5.06"
C -3.23690 1.41601 -0.74117
O -0.61952 -1.39627 -0.87118
C -0.92215 -0.73962 0.34938
C -2.14404 -0.06149 0.40897
O -4.14421 0.79712 -0.15101
Mn -1.79175 -0.64780 -2.66529
H -0.55266 -2.34361 -0.72738
H -0.05663 -0.18223 0.73165
H -1.98744 1.26708 0.35864
H -2.88544 -0.74946 0.83440



# 9
9
Properties=species:S:1:pos:R:3 method="wB97M-V/def2-TZVPD" e_homo_ev=-8.6 max_force_ev_per_a=4.163 e_above_lowest_kcal_mol=85.12 homo_lumo_gap_ev=8.50
C -0.66356 -0.30691 -0.71823
C 0.01108 0.96209 -0.69556
C 0.13181 -1.05426 1.30857
N -0.39641 -1.12005 0.23327
N 0.69937 1.46353 0.20423
H -1.44718 -0.64057 -1.31958
H -0.14521 1.64441 -1.55263
H 0.79230 0.63722 0.95111
H 1.01781 -1.58546 1.58883



# 10
9
Properties=species:S:1:pos:R:3 method="wB97M-V/def2-TZVPD" e_homo_ev=-8.7 max_force_ev_per_a=1.161 e_above_lowest_kcal_mol=93.23 homo_lumo_gap_ev=9.59
N 2.17933 1.02811 -0.70359
C 1.43356 0.13076 -0.28761
C 0.31128 -0.34625 0.10683
C -1.08507 -0.53146 -0.20187
N -0.62109 -0.00974 1.11992
H 1.44611 1.75362 -0.78157
H -1.59687 0.22369 -0.80530
H -1.43851 -1.54972 -0.31113
H -0.62875 -0.69901 1.86431



# 11
9
Properties=species:S:1:pos:R:3 method="wB97M-V/def2-TZVPD" e_homo_ev=-10.6 max_force_ev_per_a=3.667 e_above_lowest_kcal_mol=40.49 homo_lumo_gap_ev=11.40
C 1.50877 0.68051 0.12024
C -1.89347 -0.14800 -0.07066
C -0.43988 -0.44658 -0.22662
N 0.35524 0.76331 -0.28844
N -2.97378 0.09929 0.19381
H 2.27930 1.58040 0.03116
H -0.25299 -1.15514 0.70377
H -0.38515 -1.12988 -1.05690
H 1.80195 -0.24391 0.59364



# 12
10
Properties=species:S:1:pos:R:3 method="wB97M-V/def2-TZVPD" e_homo_ev=-8.8 max_force_ev_per_a=1.847 e_above_lowest_kcal_mol=81.41 homo_lumo_gap_ev=8.91
N 1.85067 -0.15420 -0.41145
C 0.61267 -0.39608 0.11885
C -0.45129 0.51331 -0.32555
C -1.55320 0.06339 0.28351
N -2.34269 -0.57332 0.96610
O 0.39336 -1.32324 0.89087
H 2.60977 -0.64686 0.03256
H 2.05000 0.75166 -0.80462
H -0.38846 1.33675 -1.02047
H -2.77285 0.40210 0.27404



# 13
10
Properties=species:S:1:pos:R:3 method="wB97M-V/def2-TZVPD" e_homo_ev=-10.4 max_force_ev_per_a=1.554 e_above_lowest_kcal_mol=26.42 homo_lumo_gap_ev=11.07
N -0.90996 1.13832 0.22646
C -0.69473 -0.22842 0.18808
O -1.52149 -1.04506 -0.13345
C 0.81412 -0.68284 0.55646
C 1.16724 -0.43376 -0.82972
N 0.95332 -0.07340 -1.90914
H -1.86254 1.39341 -0.00304
H -0.22976 1.74542 -0.21861
H 1.39250 -0.07397 1.27104
H 0.89128 -1.73969 0.85192



# 14
10
Properties=species:S:1:pos:R:3 method="wB97M-V/def2-TZVPD" e_homo_ev=-8.1 max_force_ev_per_a=0.476 e_above_lowest_kcal_mol=135.77 homo_lumo_gap_ev=8.55
N 1.67225 -0.21235 -0.40398
C 0.51140 0.36427 -0.28164
C -0.58610 1.02914 -0.31275
C -1.34004 -0.19775 -0.02118
N -1.24123 -0.86804 1.17090
O -0.15362 -0.84564 1.75652
H 1.99895 -0.81941 0.33832
H 2.25965 -0.06384 -1.21386
H -0.91352 2.04972 -0.47666
H -2.18757 -0.49007 -0.63650



# 15
10
Properties=species:S:1:pos:R:3 method="wB97M-V/def2-TZVPD" e_homo_ev=-8.8 max_force_ev_per_a=0.434 e_above_lowest_kcal_mol=26.84 homo_lumo_gap_ev=9.46
O -1.99739 0.13889 0.42293
C -0.68039 -0.04553 0.20193
C 0.41020 0.76173 0.41299
C 1.45581 0.07143 -0.23129
N 1.07447 -1.09414 -0.72464
N -0.24566 -1.15584 -0.42785
H -2.11347 1.08255 0.59491
H 0.45819 1.70280 0.93911
H 2.43887 0.46795 -0.43146
H -0.80063 -1.92985 -0.75663



# 16
10
Properties=species:S:1:pos:R:3 method="wB97M-V/def2-TZVPD" e_homo_ev=-7.9 max_force_ev_per_a=0.727 e_above_lowest_kcal_mol=93.13 homo_lumo_gap_ev=8.23
N -0.88709 1.22902 -1.15120
C -0.69117 0.22829 -0.31118
N -1.08614 -0.85092 0.10664
C 0.33451 -1.27660 0.24011
C 1.15777 -0.41242 0.96267
O 0.90815 0.82071 1.01835
H -1.85024 1.30851 -1.45823
H -0.41111 2.10059 -0.95583
H 0.50870 -2.32599 0.03518
H 2.01661 -0.82120 1.51349



# 17
10
Properties=species:S:1:pos:R:3 method="wB97M-V/def2-TZVPD" e_homo_ev=-8.6 max_force_ev_per_a=0.694 e_above_lowest_kcal_mol=60.83 homo_lumo_gap_ev=9.32
O -0.73280 1.64094 0.78018
C -0.23661 0.44442 0.29105
C -0.09576 0.29986 -1.16203
N 0.54821 -0.67618 -1.66663
N 0.46284 -1.51303 1.75564
C 0.20152 -0.53009 1.07660
H -1.52538 1.46236 1.30120
H -0.58647 1.09824 -1.73445
H 0.52479 -0.63796 -2.68399
H 1.43967 -1.58858 2.04244



# 18
10
Properties=species:S:1:pos:R:3 method="wB97M-V/def2-TZVPD" e_homo_ev=-10.4 max_force_ev_per_a=2.236 e_above_lowest_kcal_mol=58.03 homo_lumo_gap_ev=10.15
N 1.15021 -0.62001 -0.65860
C 0.14631 -0.85683 0.22264
O -0.05925 -1.91751 0.77479
C -0.72947 0.33301 0.58521
C -1.06475 1.21640 -0.75700
N -0.39376 2.11879 -0.38666
H 1.72242 -1.39542 -0.95680
H 1.22505 0.25694 -1.14798
H -1.72127 0.02115 0.86265
H -0.27549 0.84347 1.46175



# 19
10
Properties=species:S:1:pos:R:3 method="wB97M-V/def2-TZVPD" e_homo_ev=-9.0 max_force_ev_per_a=0.539 e_above_lowest_kcal_mol=84.06 homo_lumo_gap_ev=9.34
O 1.46236 -0.74859 0.98708
C 0.68800 0.24039 -1.18549
C 0.64495 0.19162 0.34401
C -0.82694 0.03329 0.65685
N -1.55373 0.11867 -0.38496
N -0.59217 0.25631 -1.45081
H 2.18572 -0.29259 1.42783
H 0.90419 1.22959 0.62676
H -1.26492 -0.09345 1.64054
H -1.00717 0.31655 -2.37147



# 20
10
Properties=species:S:1:pos:R:3 method="wB97M-V/def2-TZVPD" e_homo_ev=-9.6 max_force_ev_per_a=3.386 e_above_lowest_kcal_mol=73.72 homo_lumo_gap_ev=10.45
C -0.50996 -0.84709 -0.06890
C 0.67539 -0.97288 0.69332
C 1.21490 0.31550 0.62162
H -1.83095 1.48425 -0.98734
H -1.40084 -1.34942 -0.17259
H 0.92803 -1.87758 1.20145
H 2.09340 0.77236 1.06971
N -0.45638 0.40116 -0.55571
N 0.56430 1.18252 -0.22267
O -1.27789 0.89119 -1.57890